This record from the Open Molecules 2025 dataset describes a cluster of 4 separate species, C33H68BrClF3N6O6P in total in a non-equilibrium geometry. The level of theory is ωB97M-V/def2-TZVPD.

lowest unoccupied orbital energy = 0.0211 hartree
E_HOMO = -7.6 eV
E_tot = -156555.3720 eV
2S+1 = 1

Last column: Löwdin charge in e.
CARTESIAN COORDINATES (ANGSTROEM)
C1 0.04160 -4.78163 2.04955  -0.09
C2 -0.30503 -3.53132 1.24062  -0.25
C3 -1.00433 -2.49943 2.12974  -0.57
Br1 0.28232 -1.29615 2.96017  0.84
C4 -2.31203 -1.81518 1.66903  -0.35
O1 -3.16786 -2.81794 1.11519  -0.11
C5 -3.54522 -3.96743 1.87248  -0.35
C6 -5.01194 -3.86196 2.31122  -0.01
C7 -3.28417 -5.24776 1.06064  -0.11
C8 -3.45437 -5.14694 -0.42749  -0.18
F1 -4.79981 -4.93687 -0.73497  -0.04
C9 -3.04273 -1.25600 2.91897  -0.33
C10 -2.98854 -2.00263 4.23314  -0.01
F2 -2.60297 0.03565 3.17596  -0.04
C11 -2.24483 -0.68106 0.48332  -0.38
C12 -2.18502 -1.40091 -0.89913  -0.22
C13 -3.41251 -1.90067 -1.65835  -0.24
F3 -2.88776 -2.78419 -2.63655  -0.08
N1 -1.08766 0.24619 0.55966  -0.12
C14 -0.00075 0.15546 -0.44129  -0.22
C15 0.72616 -1.11957 -0.83551  -0.18
C16 1.62327 -0.86988 -2.06963  -0.18
C17 1.13146 -1.62262 -3.30986  -0.20
C18 0.03014 -0.89718 -4.08025  -0.27
N2 -0.82520 -1.86904 -4.77134  0.00
C19 -0.87786 1.64216 1.04636  -0.18
C20 -1.77670 2.56548 1.85448  -0.15
N3 -0.96239 3.71457 2.39662  -0.07
C21 -0.56211 4.66896 1.35023  -0.24
C22 0.12224 5.89847 1.95237  -0.07
C23 -1.79624 4.28962 3.40781  -0.47
C24 -2.80077 5.33560 3.01430  0.00
O2 -1.71056 3.89688 4.58112  0.07
P1 -4.05165 -0.02396 0.21822  0.74
O3 -4.55109 0.94125 1.40780  -0.34
Cl1 -3.47624 1.42543 -1.17668  0.33
H1 0.79781 -4.54520 2.79508  0.05
H2 -0.82371 -5.17487 2.58021  0.06
H3 0.46893 -5.54406 1.40517  0.09
H4 -0.95362 -3.79860 0.41054  0.10
H5 0.62901 -3.15526 0.86012  0.07
H6 -1.30300 -3.06713 3.00393  0.04
H7 -2.94246 -4.07845 2.77021  0.11
H8 -5.34404 -2.82919 2.30817  0.08
H9 -5.15073 -4.28607 3.30324  0.08
H10 -5.65944 -4.40147 1.62493  0.08
H11 -2.28699 -5.64029 1.24693  0.10
H12 -3.98704 -5.99753 1.42530  0.13
H13 -3.12590 -6.06546 -0.91225  0.13
H14 -2.87953 -4.33457 -0.84886  0.09
H15 -4.08822 -1.18666 2.62050  0.12
H16 -1.97072 -2.18413 4.56470  0.07
H17 -3.44832 -1.35049 4.97413  0.10
H18 -3.55771 -2.92284 4.21621  0.07
H19 -1.55438 -2.26934 -0.82782  0.08
H20 -1.70182 -0.70655 -1.57491  0.07
H21 -4.12230 -2.46976 -1.07693  0.08
H22 -3.90073 -1.11939 -2.23379  0.08
H23 0.79196 0.81239 -0.08607  0.12
H24 -0.33655 0.64443 -1.36510  0.10
H25 0.09033 -1.94336 -1.10191  0.07
H26 1.35226 -1.45803 -0.01550  0.08
H27 2.64677 -1.16876 -1.85049  0.10
H28 1.64029 0.20029 -2.28899  0.11
H29 1.96320 -1.80595 -3.98548  0.10
H30 0.74721 -2.60358 -3.02925  0.10
H31 0.47754 -0.25742 -4.83253  0.11
H32 -0.53037 -0.24826 -3.40157  0.09
H33 -1.32144 -1.42494 -5.52830  0.06
H34 -1.51817 -2.25418 -4.14673  0.03
H35 -0.65108 2.22771 0.15389  0.09
H36 0.05227 1.63276 1.61950  0.11
H37 -2.21155 2.13095 2.72704  0.09
H38 -2.57344 2.97629 1.24121  0.10
H39 0.17187 4.15457 0.73828  0.09
H40 -1.38476 4.95217 0.68837  0.11
H41 -0.46976 6.80341 1.85110  0.07
H42 1.08534 6.08840 1.48288  0.06
H43 0.33287 5.72812 3.00599  0.09
H44 -3.04176 5.35004 1.95670  0.08
H45 -2.41215 6.31692 3.28213  0.09
H46 -3.70469 5.16934 3.58999  0.09
H47 -4.04417 0.97401 2.21908  0.03
C25 1.13053 6.71674 -2.13901  -0.08
N4 1.53238 5.49153 -1.48143  0.01
C26 1.88105 4.30390 -2.04811  -0.54
C27 1.88317 4.23005 -3.55527  -0.01
O4 2.19819 3.35851 -1.34114  0.03
H48 1.81301 7.53412 -1.89843  0.08
H49 0.12525 7.01491 -1.83413  0.08
H50 1.13253 6.57403 -3.21410  0.07
H51 1.57447 5.47981 -0.47563  0.10
H52 2.21296 3.24491 -3.86388  0.05
H53 0.88378 4.41794 -3.95178  0.09
H54 2.56762 4.97187 -3.97100  0.09
C28 5.04812 -1.36964 3.76787  -0.07
N5 4.27333 -2.42041 3.13859  0.01
C29 3.74058 -3.53164 3.70736  -0.55
C30 3.96709 -3.73060 5.18847  -0.01
O5 3.09720 -4.32655 3.04245  0.02
H55 4.54787 -0.40478 3.67034  0.08
H56 6.03828 -1.28923 3.31610  0.08
H57 5.17269 -1.58229 4.82372  0.07
H58 4.07899 -2.34165 2.15343  0.14
H59 3.47245 -4.65091 5.47975  0.08
H60 5.03033 -3.80927 5.41683  0.08
H61 3.54831 -2.90321 5.76192  0.08
C31 6.43985 2.92502 -6.76011  -0.08
N6 5.04339 2.88023 -6.37248  0.01
C32 4.41456 1.95659 -5.60202  -0.54
C33 5.24859 0.81925 -5.06328  0.00
O6 3.22182 2.06124 -5.35846  0.02
H62 6.91514 3.84016 -6.40367  0.08
H63 6.54551 2.88422 -7.84525  0.08
H64 6.96904 2.07980 -6.33516  0.07
H65 4.43478 3.61097 -6.70370  0.14
H66 4.60322 0.18538 -4.46785  0.08
H67 5.68053 0.23141 -5.87369  0.09
H68 6.05742 1.19215 -4.43423  0.09

---

This record from the Open Molecules 2025 dataset describes a structure of composition C28H33N5O2PbS3. The level of theory is ωB97M-V/def2-TZVPD.

lowest unoccupied orbital energy = -0.1890 hartree
E_HOMO = -12.5 eV
relative energy (zero: lowest compared OMol25 entry of this formula, charge and spin) = 1.236 eV
E_tot = -78855.9665 eV
2S+1 = 1
net charge = +2

Last column: natural (NBO) charge in e.
CARTESIAN COORDINATES (ANGSTROEM)
Pb1 0.53973 0.95096 1.19607  1.29
C1 -1.77308 2.93293 -1.04706  -0.54
C2 -0.47849 3.52602 -1.58824  -0.55
S1 1.03010 2.65920 -1.06788  0.23
C3 2.10293 4.00396 -0.49048  -0.53
C4 1.56640 4.92640 0.59868  -0.55
S2 1.09256 4.03327 2.10045  0.24
C5 -0.58370 4.63075 2.43064  -0.54
C6 -1.62222 4.49479 1.32681  -0.54
S3 -1.91279 2.79618 0.75196  0.20
H1 -2.61369 3.51182 -1.43167  0.25
H2 -1.90273 1.90930 -1.40239  0.25
H3 -0.50747 3.48148 -2.67733  0.26
H4 -0.38028 4.57514 -1.31583  0.23
H5 3.00668 3.49076 -0.15534  0.25
H6 2.38364 4.58976 -1.36721  0.26
H7 2.34782 5.64463 0.84786  0.26
H8 0.71641 5.50758 0.24496  0.22
H9 -0.89421 4.07745 3.31896  0.24
H10 -0.53295 5.67933 2.72846  0.25
H11 -2.56965 4.88358 1.70162  0.26
H12 -1.36541 5.10440 0.46227  0.23
C7 -3.95877 -4.93861 0.08643  -0.63
C8 -2.95693 -3.82375 -0.00287  -0.05
C9 -2.19249 -3.61221 -1.15508  -0.13
C10 -1.26577 -2.59850 -1.26458  -0.28
C11 -1.02443 -1.68151 -0.21736  0.27
N1 -0.11100 -0.64811 -0.31822  -0.93
C12 0.42584 -0.40246 -1.60539  0.21
C13 -0.38540 -0.05909 -2.69101  -0.26
C14 0.14745 0.22297 -3.93580  -0.19
C15 1.52443 0.19486 -4.15981  0.01
C16 2.10679 0.53099 -5.50259  -0.64
C17 2.34000 -0.11989 -3.08324  -0.20
C18 1.80163 -0.41940 -1.83846  0.07
N2 2.71221 -0.67035 -0.76656  -0.16
C19 3.75861 -1.51379 -0.75734  0.02
C20 4.45804 -1.30791 0.41230  -0.32
C21 3.75610 -0.29607 1.06722  -0.01
N3 2.70487 0.09749 0.34749  -0.42
C22 -1.77038 -1.94861 0.94403  -0.04
C23 -2.70987 -2.97454 1.05548  -0.18
N4 -1.55096 -1.17724 2.13837  -0.14
C24 -2.32735 -0.26979 2.74933  0.06
C25 -1.83481 -0.02746 4.02183  -0.31
C26 -0.73152 -0.85632 4.17126  0.05
N5 -0.58303 -1.52134 3.02785  0.14
H13 -4.48982 -5.06274 -0.85651  0.23
H14 -3.47149 -5.88822 0.31472  0.23
H15 -4.69554 -4.74840 0.86520  0.23
H16 -2.33116 -4.27142 -2.00416  0.23
H17 -0.70749 -2.50488 -2.18382  0.23
H18 -1.46032 -0.05896 -2.55052  0.22
H19 -0.51815 0.46202 -4.75652  0.23
H20 1.37190 0.39545 -6.29405  0.23
H21 2.43837 1.57064 -5.53233  0.23
H22 2.96875 -0.09510 -5.72903  0.23
H23 3.41767 -0.12031 -3.19933  0.23
H24 3.92554 -2.18717 -1.58145  0.25
H25 5.34896 -1.81386 0.73826  0.26
H26 3.95928 0.16051 2.02303  0.23
H27 -3.23367 -3.09937 1.99623  0.23
H28 -3.17810 0.13589 2.22685  0.27
H29 -2.23700 0.64604 4.75723  0.28
H30 -0.04658 -1.01359 4.98789  0.27
C27 0.82168 -4.78887 2.48931  -0.74
C28 -0.13853 -3.80108 3.03562  0.81
O1 -1.15065 -3.92070 3.62341  -0.50
O2 0.32869 -2.45146 2.69767  -0.34
H31 0.97944 -5.56999 3.22997  0.28
H32 1.76037 -4.32466 2.20319  0.25
H33 0.35498 -5.23884 1.61055  0.28

---

> 2S+1 of number 2 (C28H33N5O2PbS3)?

1